[1]
The following is a DFT calculation (ωB97M-V/def2-TZVPD) of a molecular structure, C39H29Cl3N5O3RuS.

Geometry (Å):
1 Ru -0.81 0.41 -0.46
2 C -0.20 0.97 3.97
3 O -0.35 2.25 3.25
4 C -0.53 1.93 2.00
5 N -0.42 0.70 1.65
6 C -0.14 -0.10 2.85
7 C -1.10 -1.24 3.03
8 C -0.86 -2.15 4.06
9 C -1.74 -3.20 4.29
10 C -2.86 -3.36 3.49
11 C -3.11 -2.46 2.47
12 C -2.24 -1.40 2.24
13 C -1.00 2.92 1.01
14 C -1.23 4.27 1.21
15 C -1.87 4.98 0.21
16 C -2.36 4.32 -0.92
17 C -2.10 2.96 -1.02
18 N -1.37 2.30 -0.11
19 C -2.73 2.02 -1.96
20 N -2.67 0.74 -1.74
21 C -3.66 0.16 -2.68
22 C -3.91 1.29 -3.69
23 O -3.44 2.46 -2.97
24 C -3.36 -1.20 -3.20
25 C -3.68 -1.57 -4.52
26 C -3.50 -2.86 -4.92
27 C -2.99 -3.85 -3.99
28 C -2.66 -3.49 -2.67
29 C -2.85 -2.20 -2.27
30 H -1.08 0.86 4.60
31 H 0.69 1.04 4.58
32 H 0.88 -0.49 2.75
33 H 0.02 -2.04 4.68
34 H -1.54 -3.90 5.09
35 H -3.55 -4.17 3.68
36 H -4.01 -2.56 1.87
37 H -2.47 -0.68 1.47
38 H -0.92 4.74 2.14
39 H -2.06 6.04 0.33
40 H -2.94 4.82 -1.67
41 H -4.58 -0.01 -2.10
42 H -4.95 1.45 -3.94
43 H -3.31 1.21 -4.60
44 H -4.08 -0.84 -5.22
45 H -3.74 -3.16 -5.93
46 H -2.89 -4.87 -4.31
47 H -2.30 -4.24 -1.97
48 H -2.65 -1.91 -1.25
49 Cl 2.65 -3.69 -5.35
50 C 1.82 -3.06 -4.03
51 C 1.39 -1.71 -4.08
52 C 0.72 -1.20 -3.01
53 Cl 0.19 0.45 -3.04
54 C 0.45 -1.98 -1.83
55 O -0.14 -1.54 -0.81
56 C 0.91 -3.36 -1.84
57 Cl 0.58 -4.31 -0.47
58 C 1.58 -3.87 -2.91
59 H 1.61 -1.11 -4.95
60 H 1.93 -4.90 -2.90
61 S 5.89 1.97 0.49
62 C 4.19 1.55 0.17
63 C 3.67 0.30 0.49
64 C 2.34 0.03 0.23
65 N 1.52 0.93 -0.33
66 C 2.02 2.13 -0.65
67 C 3.34 2.48 -0.42
68 C 5.79 1.92 2.28
69 C 6.09 0.76 2.97
70 C 5.99 0.80 4.36
71 N 5.63 1.88 5.05
72 C 5.39 2.99 4.36
73 C 5.45 3.07 2.98
74 H 4.30 -0.45 0.94
75 H 1.91 -0.93 0.49
76 H 1.34 2.83 -1.12
77 H 3.69 3.46 -0.69
78 H 6.40 -0.13 2.46
79 H 6.21 -0.09 4.94
80 H 5.12 3.87 4.94
81 H 5.25 4.00 2.46

* LUMO energy (spin up / spin down): -8.81 / -12.53 eV
* <S²>: 6.055
* orbital gap (spin up / spin down): 6.332 / 2.612 eV
* highest occupied orbital energy (spin up / spin down): -0.5565 / -0.5565 Ha
* multiplicity: 5
* total energy: -105464.0189 eV
* total charge: +3

---

[2]
The following is a DFT calculation (ωB97M-V/def2-TZVPD) of a gas-phase ion, C4H13N2 (charge +1).

Geometry (Å):
1 C -1.24 0.39 -2.20
2 C 0.01 -0.21 -1.48
3 C 0.34 0.25 -0.02
4 N -0.87 0.83 0.64
5 C 0.93 -0.92 0.75
6 N 0.99 -0.41 2.14
7 H -1.21 0.05 -3.24
8 H -1.21 1.45 -2.01
9 H -2.12 -0.21 -1.88
10 H 0.07 -1.30 -1.60
11 H 0.89 0.17 -2.07
12 H 1.00 1.12 -0.12
13 H -1.66 0.18 0.61
14 H -0.69 0.86 1.65
15 H -1.16 1.79 0.42
16 H 0.27 -1.83 0.72
17 H 1.91 -1.28 0.29
18 H 1.12 -1.12 2.86
19 H 1.84 0.13 2.35

* LUMO energy: -3.32 eV
* energy relative to the best compared isomer or geometry (same formula, charge and spin): 27.8 kcal/mol
* SMILES string: CC[C@@H]([NH3+])CN
* orbital gap: 11.056 eV
* highest occupied orbital energy: -0.5284 Ha
* total energy: -7332.2798 eV
* total charge: +1

---

[3]
The following is a DFT calculation (ωB97M-V/def2-TZVPD) of a molecular structure, C8H14Cl3GaN3O3Si.

Geometry (Å):
1 Ga -4.67 2.99 10.71
2 C -3.54 5.93 10.60
3 O -4.50 5.04 10.06
4 C -5.84 5.51 9.78
5 C -6.42 4.59 8.71
6 O -6.60 3.24 9.16
7 C -7.71 3.14 10.09
8 C -7.58 1.77 10.74
9 O -6.31 1.74 11.51
10 C -6.05 0.58 12.33
11 H -3.96 6.41 11.53
12 H -3.26 6.70 9.87
13 H -2.70 5.31 10.94
14 H -5.75 6.56 9.44
15 H -6.43 5.47 10.68
16 H -5.64 4.55 7.96
17 H -7.32 5.04 8.28
18 H -8.69 3.31 9.63
19 H -7.56 3.89 10.88
20 H -7.55 1.02 9.98
21 H -8.40 1.55 11.43
22 H -7.04 0.25 12.75
23 H -5.46 0.92 13.12
24 H -5.56 -0.23 11.80
25 Cl -4.24 -0.43 9.14
26 Si -3.32 1.29 9.55
27 Cl -2.74 2.05 7.74
28 Cl -1.72 0.81 10.70
29 N -4.19 3.42 12.70
30 C -3.78 3.00 13.73
31 N -3.44 2.52 14.86
32 C -2.25 2.55 15.38
33 N -1.26 2.44 16.02

* LUMO energy: -4.33 eV
* energy relative to the best compared isomer or geometry (same formula, charge and spin): 0.0 kcal/mol
* orbital gap: 7.440 eV
* highest occupied orbital energy: -0.4324 Ha
* total energy: -116952.4472 eV
* total charge: +1